{"formula": "C30H47BrF18IO6PS", "method": "the ωB97M-V functional and the def2-TZVPD basis", "smiles": "C=CC[C@H](O[C@@H](C=C)CCC(F)(F)C(F)(F)S(F)(F)(F)(F)F)[C@@](O[C@H](CCC(F)(F)C(F)(F)C(F)(F)C(F)(F)F)COCCC)([C@H](I)CC)P(O)Br.CCO.CCO", "homo_energy_ev": -7.93, "lumo_ev": -0.8880, "charge": 0, "elements": ["C", "C", "C", "C", "O", "C", "C", "C", "C", "C", "C", "F", "F", "C", "F", "F", "S", "F", "F", "F", "F", "F", "C", "O", "C", "C", "C", "C", "F", "F", "C", "F", "F", "C", "F", "F", "C", "F", "F", "F", "C", "O", "C", "C", "C", "C", "I", "C", "C", "P", "O", "Br", "H", "H", "H", "H", "H", "H", "H", "H", "H", "H", "H", "H", "H", "H", "H", "H", "H", "H", "H", "H", "H", "H", "H", "H", "H", "H", "H", "H", "H", "H", "H", "H", "H", "H", "H", "C", "C", "O", "H", "H", "H", "H", "H", "H", "C", "C", "O", "H", "H", "H", "H", "H", "H"], "xyz": [[0.142, -3.453, 1.785], [-0.978, -2.813, 1.145], [-0.673, -1.569, 0.211], [-1.832, -1.181, -0.827], [-3.155, -1.295, -0.275], [-3.456, -0.282, 0.688], [-5.020, 0.074, 0.466], [-5.895, -1.073, 0.494], [-3.342, -0.759, 2.231], [-2.204, 0.072, 2.979], [-2.485, 0.245, 4.563], [-2.542, -1.056, 5.084], [-3.698, 0.966, 4.651], [-1.304, 1.155, 5.127], [-0.057, 0.916, 4.533], [-1.639, 2.486, 4.770], [-1.058, 1.138, 6.987], [-1.540, 2.752, 7.104], [0.502, 1.729, 6.763], [-0.519, -0.424, 7.005], [-2.628, 0.730, 7.313], [-0.784, 1.187, 8.626], [-1.649, -1.786, -2.306], [-0.296, -1.496, -2.686], [0.014, -0.325, -3.389], [1.450, -0.597, -4.114], [2.448, -1.482, -3.252], [3.217, -0.664, -2.095], [2.456, -0.507, -0.922], [3.708, 0.533, -2.650], [4.500, -1.551, -1.656], [3.949, -2.800, -1.239], [5.420, -1.722, -2.691], [5.291, -0.956, -0.400], [5.061, 0.401, -0.154], [6.678, -1.087, -0.687], [5.057, -1.727, 0.978], [3.712, -1.740, 1.381], [5.651, -2.987, 1.030], [5.722, -0.961, 1.970], [0.293, 1.003, -2.493], [-0.606, 2.084, -2.829], [-0.240, 3.264, -2.056], [-1.567, 4.116, -1.734], [-2.413, 3.216, -0.677], [-1.660, -3.416, -2.388], [-3.075, -4.508, -1.224], [-0.170, -4.045, -2.167], [-0.197, -5.641, -1.930], [-3.011, -1.236, -3.511], [-3.039, 0.496, -3.385], [-5.081, -1.852, -2.896], [0.825, -2.798, 2.411], [0.381, -4.561, 1.625], [-1.985, -3.289, 1.333], [-0.568, -0.655, 0.910], [0.348, -1.722, -0.246], [-1.694, -0.044, -0.984], [-2.907, 0.703, 0.572], [-5.410, 1.129, 0.345], [-6.463, -1.450, -0.409], [-5.996, -1.701, 1.449], [-3.246, -1.889, 2.346], [-4.330, -0.493, 2.755], [-1.248, -0.562, 2.923], [-2.032, 1.120, 2.581], [-0.638, 0.027, -4.245], [1.208, -1.194, -5.064], [1.926, 0.372, -4.482], [2.022, -2.453, -2.853], [3.294, -1.796, -3.967], [1.353, 1.412, -2.677], [0.272, 0.722, -1.381], [0.261, 2.999, -1.066], [0.504, 3.858, -2.701], [-2.216, 4.155, -2.679], [-1.348, 5.139, -1.305], [-3.024, 2.476, -1.291], [-3.052, 3.852, 0.015], [-1.627, 2.624, -0.086], [-1.876, -3.628, -3.501], [0.375, -3.590, -1.287], [0.371, -3.904, -3.168], [-0.383, -5.880, -0.838], [0.855, -6.012, -2.199], [-0.922, -6.150, -2.637], [-2.744, 0.768, -4.285], [9.342, -1.545, 3.113], [9.698, -0.071, 3.099], [9.729, 0.416, 1.762], [10.067, -2.120, 2.532], [9.320, -1.932, 4.134], [8.363, -1.710, 2.653], [10.685, 0.088, 3.538], [8.968, 0.512, 3.669], [8.852, 0.282, 1.383], [-4.920, 6.293, -3.451], [-5.047, 6.239, -1.942], [-3.765, 6.087, -1.343], [-4.448, 5.382, -3.829], [-5.899, 6.404, -3.922], [-4.286, 7.130, -3.757], [-5.663, 5.390, -1.640], [-5.509, 7.154, -1.556], [-3.229, 6.845, -1.606]], "forces_ev_per_a": [[-1.75, 1.17, -1.00], [2.52, -1.52, 0.85], [-0.76, 0.63, 2.09], [1.12, 1.75, 0.04], [1.08, 0.44, -0.06], [-2.64, 1.05, 2.41], [-0.65, -2.55, 0.12], [0.98, 1.45, 0.36], [-0.47, 0.71, 0.62], [0.61, -1.17, 1.03], [-0.21, -0.61, -3.38], [-0.24, 2.60, 0.03], [1.97, -1.64, 0.91], [0.30, 1.87, -1.72], [-2.80, -0.14, 1.14], [0.73, -2.94, 0.47], [1.08, 2.31, 3.65], [0.60, -2.45, 0.05], [-2.16, -1.24, 0.49], [-1.04, 2.21, -0.42], [2.26, -0.03, -0.85], [-0.38, -0.27, -2.45], [-0.88, -1.62, 3.15], [-1.47, 0.64, -0.77], [3.04, 2.95, -0.99], [-1.00, -1.02, -0.42], [1.08, 0.66, -0.31], [0.41, -1.69, -1.35], [1.28, 0.45, -1.96], [-1.01, -1.50, 1.56], [-0.48, -0.02, 0.30], [1.39, 2.02, -1.02], [-2.15, 0.07, 1.76], [1.86, 0.40, 0.15], [0.09, -2.53, -0.74], [-2.56, 0.28, 0.78], [0.35, 0.37, 2.65], [2.99, -0.44, -1.27], [-1.79, 2.61, -0.45], [-1.21, -1.51, -2.00], [0.43, -0.21, 0.27], [0.70, -0.38, 1.52], [-0.31, 1.38, -0.40], [-0.31, -1.87, 0.08], [0.84, 0.17, -0.61], [1.79, 0.48, -1.51], [-0.29, 0.25, -0.13], [-0.63, -1.12, -0.40], [1.01, 0.66, -0.41], [0.44, 1.67, -1.59], [0.20, -2.16, -0.39], [0.74, 0.33, 0.18], [0.18, -0.79, -1.90], [-1.13, 1.40, 1.54], [1.26, 0.28, -1.67], [-0.05, -1.02, -1.11], [-1.47, 0.23, 0.27], [-0.01, -1.61, -0.08], [-0.17, -1.36, -0.28], [0.91, -1.35, -1.45], [-0.57, 1.47, 1.55], [1.47, -0.01, -1.89], [0.26, 1.66, -0.22], [1.37, -0.39, -0.91], [-1.15, 1.25, 0.03], [-0.30, -1.33, 0.22], [0.17, -0.87, 1.15], [0.48, 0.63, 1.34], [-0.67, -1.31, 0.75], [0.26, 1.52, -0.30], [-1.14, 0.51, 1.08], [-1.36, -0.83, 0.17], [-0.26, 0.46, -1.37], [-0.58, 0.14, -1.28], [-0.91, -0.68, 0.99], [1.20, 0.40, 1.30], [-0.10, -1.27, -0.70], [0.63, 0.92, 1.04], [0.76, -0.92, -0.98], [-1.31, 0.76, -0.49], [-0.03, 0.05, 1.70], [-0.63, -0.31, -1.24], [-0.58, 0.14, 1.64], [-0.02, 0.13, -1.47], [-1.43, 0.42, 0.45], [0.77, 0.55, 1.07], [-0.38, 0.01, 0.94], [0.04, -0.15, 0.07], [-0.33, -0.16, -0.22], [0.12, 0.14, -0.08], [0.02, 0.08, 0.09], [-0.05, -0.03, -0.06], [-0.02, 0.03, 0.12], [-0.04, 0.10, -0.17], [0.07, -0.06, 0.18], [0.16, 0.03, 0.04], [-0.06, -0.07, -0.12], [0.22, 0.27, -0.19], [-0.04, -0.01, 0.19], [-0.10, 0.01, 0.06], [0.07, 0.02, -0.03], [-0.11, 0.04, 0.01], [0.18, 0.03, 0.11], [-0.19, -0.06, -0.06], [-0.09, -0.13, 0.05]], "lowdin_charge": [-0.01, -0.18, -0.11, -0.27, -0.20, -0.29, -0.08, -0.02, -0.10, -0.07, -0.35, 0.08, 0.07, -0.34, 0.08, 0.06, 0.98, -0.19, -0.18, -0.15, -0.16, -0.16, -0.55, -0.15, -0.26, -0.09, -0.05, -0.31, 0.07, 0.07, -0.23, 0.08, 0.11, -0.22, 0.11, 0.08, -0.35, 0.11, 0.13, 0.08, -0.15, -0.19, -0.22, -0.20, -0.11, -0.66, 0.96, -0.27, -0.19, 0.65, -0.38, 0.32, 0.06, 0.07, 0.05, 0.12, 0.10, 0.13, 0.12, 0.11, 0.02, 0.08, 0.12, 0.12, 0.12, 0.13, 0.13, 0.13, 0.13, 0.11, 0.14, 0.12, 0.12, 0.12, 0.13, 0.11, 0.10, 0.07, 0.07, 0.06, 0.08, 0.09, 0.11, 0.05, 0.08, 0.06, 0.04, -0.09, -0.32, -0.09, 0.08, 0.07, 0.06, 0.11, 0.11, 0.07, -0.09, -0.31, -0.11, 0.07, 0.07, 0.07, 0.11, 0.11, 0.09]}



{"formula": "C4H12", "method": "the ωB97M-V functional and the def2-TZVPD basis", "smiles": "CC.CC", "homo_energy_ev": -11.78, "lumo_ev": 1.1530, "e_above_lowest_kcal_mol": 3.8, "charge": 0, "elements": ["C", "C", "H", "H", "H", "H", "H", "H", "C", "C", "H", "H", "H", "H", "H", "H"], "xyz": [[0.802, -1.482, -0.684], [0.649, -2.999, -0.997], [0.046, -1.175, 0.038], [1.760, -1.346, -0.183], [0.701, -0.903, -1.591], [1.215, -3.588, -0.282], [1.078, -3.198, -1.978], [-0.386, -3.320, -1.000], [-0.733, 3.018, 0.881], [-0.744, 1.478, 0.812], [-1.309, 3.441, 0.062], [-1.192, 3.362, 1.806], [0.294, 3.380, 0.838], [0.106, 1.064, 1.349], [-0.597, 1.205, -0.233], [-1.690, 1.064, 1.163]], "forces_ev_per_a": [[-0.28, -1.33, 0.56], [0.43, 0.82, -0.15], [-0.05, 0.11, -0.11], [0.12, 0.39, -0.36], [0.14, 0.34, -0.04], [-0.13, -0.16, 0.15], [-0.05, -0.17, -0.05], [-0.16, -0.07, -0.01], [-0.13, -0.56, 0.34], [0.18, 0.75, -0.55], [0.03, 0.11, -0.10], [0.13, 0.12, 0.07], [-0.09, 0.17, -0.07], [-0.16, -0.15, 0.29], [-0.12, -0.28, 0.01], [0.14, -0.11, 0.02]], "lowdin_charge": [-0.16, -0.16, 0.04, 0.06, 0.06, 0.05, 0.06, 0.05, -0.17, -0.18, 0.06, 0.06, 0.06, 0.06, 0.05, 0.06]}



{"formula": "C6H10N2O", "method": "the ωB97M-V functional and the def2-TZVPD basis", "smiles": "C#C[C@@](C)(N)C(=O)NC", "homo_energy_ev": -8.44, "lumo_ev": 0.7406, "e_above_lowest_kcal_mol": 85.5, "charge": 0, "elements": ["C", "C", "C", "N", "C", "N", "C", "C", "O", "H", "H", "H", "H", "H", "H", "H", "H", "H", "H"], "xyz": [[0.843, -0.268, -0.341], [2.191, -0.788, 0.114], [-2.122, 1.482, 0.750], [-1.061, 1.031, -0.112], [0.347, 1.014, 0.317], [0.676, -0.149, -1.801], [-0.483, -1.102, 0.125], [-1.161, -2.044, 0.506], [0.732, 1.543, 1.341], [-1.188, 0.855, -1.107], [1.386, 0.491, -2.157], [0.848, -1.060, -2.219], [2.655, -0.145, 0.867], [2.106, -1.800, 0.525], [2.910, -0.849, -0.712], [-2.734, 2.208, 0.213], [-1.762, 1.919, 1.681], [-2.728, 0.612, 1.017], [-1.457, -2.950, 0.993]], "forces_ev_per_a": [[-2.21, -1.07, -0.30], [0.44, -0.53, 0.32], [-0.18, 0.07, -0.54], [2.57, 2.05, 0.51], [-3.69, -0.20, 1.33], [0.36, 0.11, 0.06], [2.92, -1.78, -0.10], [1.15, 1.08, -0.01], [0.15, -0.36, -1.58], [-0.17, 0.00, 0.53], [-0.07, -0.17, -0.02], [-0.08, 0.18, 0.02], [-0.32, -0.03, 0.07], [-0.03, 0.26, -0.01], [-0.34, 0.08, -0.02], [-0.17, 0.04, 0.28], [0.30, 0.04, -0.25], [-0.19, -0.05, 0.02], [-0.44, 0.26, -0.30]], "lowdin_charge": [-0.44, -0.02, -0.08, -0.06, -0.38, 0.06, -0.08, 0.10, 0.10, 0.12, 0.09, 0.09, 0.08, 0.09, 0.08, 0.08, 0.08, 0.07, 0.02]}



{"formula": "BrFHP", "method": "the ωB97M-V functional and the def2-TZVPD basis", "homo_energy_ev": [-10.67, -9.44], "lumo_ev": [-1.9453, -3.2815], "e_above_lowest_kcal_mol": 60.2, "charge": 0, "elements": ["F", "P", "Br", "H"], "xyz": [[0.627, -1.340, 0.499], [0.514, -0.200, -0.645], [-2.675, 0.971, 0.198], [1.534, 0.569, -0.052]], "forces_ev_per_a": [[-0.20, 0.46, -0.69], [-0.67, -0.69, 0.83], [0.82, -0.23, -0.17], [0.05, 0.46, 0.03]], "lowdin_charge": [-0.47, 0.79, -0.16, -0.16]}



Number 1: largest force on an atom 0.0866 Eh/bohr. Number 2: largest force on an atom 0.0285 Eh/bohr. Number 3: largest force on an atom 0.0764 Eh/bohr. Number 4: largest force on an atom 0.0247 Eh/bohr.